(one)
{"formula": "C5H13N", "method": "ωB97M-V/def2-TZVPD", "symbols": ["C", "C", "C", "C", "C", "N", "H", "H", "H", "H", "H", "H", "H", "H", "H", "H", "H", "H", "H"], "coordinates": [[-0.50, -2.50, -0.06], [0.10, -1.29, -0.82], [-0.83, -0.02, -0.73], [-0.53, 0.74, 0.68], [0.90, 1.27, 0.69], [0.89, 2.68, 0.12], [0.03, -3.51, -0.11], [-1.32, -2.82, -0.64], [-0.97, -2.34, 0.98], [1.10, -0.95, -0.42], [0.26, -1.60, -1.86], [-1.86, -0.28, -0.80], [-0.61, 0.52, -1.66], [-0.65, 0.26, 1.64], [-1.29, 1.53, 0.66], [1.31, 0.67, -0.14], [1.36, 1.16, 1.63], [0.81, 3.37, 0.93], [1.80, 3.13, -0.09]], "smiles": "CCCCCN", "spin_multiplicity": 1}

---

(two)
{"formula": "C5H13N", "method": "ωB97M-V/def2-TZVPD", "symbols": ["C", "C", "C", "C", "C", "N", "H", "H", "H", "H", "H", "H", "H", "H", "H", "H", "H", "H", "H"], "coordinates": [[-1.31, 0.31, -0.55], [-0.61, -0.89, -0.87], [-0.39, -1.98, 0.24], [0.38, 0.36, -0.92], [0.59, 1.99, -0.33], [0.53, -0.29, 1.85], [-1.50, 0.49, 0.50], [-1.88, 0.79, -1.36], [-0.77, -1.24, -1.95], [-1.38, -2.28, 0.75], [0.07, -2.78, -0.32], [0.65, -0.37, 2.85], [0.93, 0.46, -1.91], [1.15, -0.11, -0.31], [1.68, 2.19, -0.51], [-0.14, 2.77, -0.70], [0.44, 1.84, 0.83], [0.16, -1.21, 1.17], [1.44, -0.05, 1.55]], "spin_multiplicity": 1}

---

(three)
{"formula": "C5H13N", "method": "ωB97M-V/def2-TZVPD", "symbols": ["C", "C", "C", "C", "C", "N", "H", "H", "H", "H", "H", "H", "H", "H", "H", "H", "H", "H", "H"], "coordinates": [[1.45, -0.97, -0.49], [0.86, -0.28, 0.66], [-0.57, 0.13, 0.37], [-0.76, 1.65, 0.42], [-1.58, -0.69, 1.17], [0.93, 0.04, -2.03], [2.49, -1.26, -0.46], [0.90, -1.81, -0.90], [1.49, 0.30, -0.12], [1.33, -0.66, 1.55], [-0.85, -0.13, -0.64], [0.14, 2.13, -0.01], [-1.60, 2.03, -0.12], [-0.75, 1.99, 1.48], [-1.62, -0.28, 2.20], [-2.62, -0.69, 0.87], [-1.25, -1.73, 1.27], [1.61, -0.44, -2.61], [0.40, 0.65, -2.64]], "spin_multiplicity": 1}

---

Which of them is most stable? Easy: (one).

---

(one)
{"formula": "C5H13N", "method": "ωB97M-V/def2-TZVPD", "symbols": ["C", "C", "C", "N", "C", "C", "H", "H", "H", "H", "H", "H", "H", "H", "H", "H", "H", "H", "H"], "coordinates": [[1.70, -0.38, -0.11], [1.74, 0.66, -1.20], [0.33, -1.08, 0.05], [-0.65, 0.01, 0.39], [-1.31, 0.21, 1.66], [-1.63, 0.50, -0.69], [2.47, -1.22, -0.30], [2.10, 0.05, 0.85], [2.79, 0.91, -1.44], [1.11, 1.46, -0.90], [1.32, 0.09, -2.15], [0.07, -1.49, -0.99], [0.10, -1.98, 0.75], [-1.56, 1.27, 2.00], [-2.20, -0.34, 1.60], [-0.77, -0.19, 2.54], [-1.27, 1.04, -1.61], [-2.37, 1.20, -0.25], [-2.25, -0.34, -1.14]], "smiles": "CCCN(C)C", "spin_multiplicity": 1}

---

(two)
{"formula": "C5H13N", "method": "ωB97M-V/def2-TZVPD", "symbols": ["C", "C", "C", "H", "H", "H", "H", "H", "H", "H", "H", "C", "C", "N", "H", "H", "H", "H", "H"], "coordinates": [[2.08, -2.51, -0.64], [0.61, -2.59, -1.16], [-0.29, -1.66, -0.39], [2.78, -3.25, -0.99], [2.01, -2.33, 0.43], [2.48, -1.61, -1.12], [0.26, -3.62, -1.13], [0.73, -2.31, -2.21], [-1.35, -1.91, -0.55], [-0.21, -1.74, 0.69], [-0.21, -0.62, -0.68], [-0.93, 4.13, 0.65], [-1.01, 2.81, 0.55], [-1.68, 2.02, 1.52], [-0.99, 4.68, 1.58], [-0.57, 4.72, -0.18], [-0.74, 2.23, -0.33], [-1.66, 2.49, 2.41], [-1.31, 1.07, 1.54]], "smiles": "C=CN.CCC", "spin_multiplicity": 1}

---

(three)
{"formula": "C5H13N", "method": "ωB97M-V/def2-TZVPD", "symbols": ["C", "C", "C", "H", "H", "H", "H", "H", "H", "C", "C", "N", "H", "H", "H", "H", "H", "H", "H"], "coordinates": [[0.91, 1.38, 2.32], [-0.27, 1.72, 1.62], [-1.41, 2.06, 2.13], [0.90, 0.29, 2.22], [1.77, 1.87, 1.84], [0.75, 1.76, 3.27], [-0.11, 1.42, 0.46], [-2.28, 2.01, 1.55], [-1.57, 2.22, 3.14], [-0.60, -1.86, -1.12], [0.80, -1.54, -1.69], [0.65, -0.88, -3.12], [-1.25, -2.21, -1.97], [-0.49, -2.97, -0.75], [-1.02, -1.25, -0.36], [1.24, -0.73, -1.06], [1.40, -2.48, -1.65], [-0.32, -0.88, -3.53], [0.90, 0.07, -3.29]], "smiles": "C=CC.CCN", "spin_multiplicity": 1}

---

(four)
{"formula": "C5H13N", "method": "ωB97M-V/def2-TZVPD", "symbols": ["C", "C", "N", "C", "C", "C", "H", "H", "H", "H", "H", "H", "H", "H", "H", "H", "H", "H", "H"], "coordinates": [[-2.45, 0.58, -0.86], [-1.22, -0.37, -0.96], [0.03, 0.29, -0.69], [1.32, -1.35, 0.68], [0.63, 0.05, 0.61], [1.71, 1.10, 0.94], [-2.81, 0.57, 0.17], [-2.12, 1.58, -1.12], [-3.25, 0.32, -1.55], [-1.22, -0.83, -1.96], [-1.45, -1.22, -0.31], [0.66, 0.34, -1.47], [1.69, -1.49, 1.70], [2.11, -1.37, -0.07], [0.69, -2.21, 0.48], [-0.21, 0.04, 1.31], [1.81, 1.17, 2.02], [1.45, 2.08, 0.55], [2.63, 0.72, 0.52]], "smiles": "CCNC(C)C", "spin_multiplicity": 1}

---

Which of them is most stable? Easy: (four).

---

(one)
{"formula": "C2H4N2O", "method": "ωB97M-V/def2-TZVPD", "symbols": ["C", "C", "N", "N", "O", "H", "H", "H", "H"], "coordinates": [[0.51, 0.04, -1.25], [-0.38, -0.39, -0.17], [1.40, 0.55, -1.78], [-0.21, 0.70, 0.86], [0.04, -1.63, 0.36], [-1.48, -0.47, -0.51], [-1.04, 1.12, 0.70], [0.50, 1.38, 0.70], [0.66, -1.30, 1.10]], "smiles": "N#C[C@H](N)O", "spin_multiplicity": 1}

---

(two)
{"formula": "C2H4N2O", "method": "ωB97M-V/def2-TZVPD", "symbols": ["C", "C", "H", "H", "H", "H", "N", "N", "O"], "coordinates": [[-0.98, 1.15, 0.01], [0.84, -0.96, -0.52], [-1.91, 1.74, 0.31], [-0.46, 1.52, -0.89], [0.67, -1.09, 1.50], [0.30, -0.43, -1.39], [-0.62, 0.30, 0.93], [0.44, -0.49, 0.75], [1.71, -1.74, -0.69]], "smiles": "C=NNC=O", "spin_multiplicity": 1}

---

Which of them is most stable? Easy: (one).

---

(one)
{"formula": "C2H4N2O", "method": "ωB97M-V/def2-TZVPD", "symbols": ["N", "C", "N", "C", "O", "H", "H", "H", "H"], "coordinates": [[-0.53, 0.78, 1.42], [-0.81, 0.40, 0.24], [-0.22, -0.80, -0.26], [1.03, -0.56, -0.89], [2.09, -0.72, -0.34], [-1.03, 1.63, 1.66], [-1.50, 0.90, -0.44], [0.00, -1.37, 0.55], [0.96, -0.26, -1.95]], "smiles": "[H]/N=C/NC=O", "spin_multiplicity": 1}

---

(two)
{"formula": "C2H4N2O", "method": "ωB97M-V/def2-TZVPD", "symbols": ["N", "C", "N", "C", "O", "H", "H", "H", "H"], "coordinates": [[-0.75, 0.65, 1.41], [-0.57, 0.36, 0.13], [0.54, -0.32, 0.04], [1.01, -0.77, -1.15], [2.03, -1.40, -1.27], [-1.52, 1.17, 1.82], [-1.25, 0.66, -0.67], [0.15, 0.14, 1.69], [0.36, -0.50, -2.01]], "smiles": "N/C=N/C=O", "spin_multiplicity": 1}

---

(three)
{"formula": "C2H4N2O", "method": "ωB97M-V/def2-TZVPD", "symbols": ["N", "C", "N", "C", "O", "H", "H", "H", "H"], "coordinates": [[0.41, -1.02, 0.98], [0.94, -0.46, -0.07], [0.50, 0.65, -0.64], [-0.89, 0.83, -0.31], [-1.51, 0.05, 0.50], [0.67, -2.00, 1.03], [1.75, -0.92, -0.65], [-0.51, 1.69, 0.38], [-1.37, 1.18, -1.24]], "spin_multiplicity": 1}

---

(four)
{"formula": "C2H4N2O", "method": "ωB97M-V/def2-TZVPD", "symbols": ["C", "C", "N", "N", "O", "H", "H", "H", "H"], "coordinates": [[-0.13, 0.96, -0.23], [1.17, 0.27, 0.06], [-1.30, 0.61, -0.04], [1.11, -1.26, -0.25], [2.21, 0.81, 0.16], [0.13, 1.90, -0.58], [-1.79, 1.26, -0.57], [0.34, -1.87, -0.13], [2.05, -1.60, -0.24]], "smiles": "[H]/N=C/C(N)=O", "spin_multiplicity": 1}

---

Which of them is most stable? Easy: (one).

---

(one)
{"formula": "C2H4N2O", "method": "ωB97M-V/def2-TZVPD", "symbols": ["N", "C", "N", "C", "O", "H", "H", "H", "H"], "coordinates": [[-0.67, 1.16, 0.21], [-0.69, -0.12, 0.67], [0.33, -0.88, 0.56], [1.62, -0.04, -1.51], [2.40, -0.86, -1.60], [-1.55, 1.63, 0.06], [-1.63, -0.41, 1.16], [0.16, -1.80, 0.94], [0.04, 1.33, -0.49]], "spin_multiplicity": 1}

---

(two)
{"formula": "C2H4N2O", "method": "ωB97M-V/def2-TZVPD", "symbols": ["C", "C", "H", "H", "H", "H", "N", "N", "O"], "coordinates": [[-2.22, -0.05, -0.02], [1.36, 0.45, 0.06], [-2.39, 1.17, -0.33], [-3.14, -0.57, 0.18], [-0.36, 1.40, 0.37], [1.79, 1.54, 0.15], [-0.94, -0.63, 0.07], [-0.04, 0.48, -0.10], [2.01, -0.60, -0.04]], "smiles": "C=NNC=O", "spin_multiplicity": 1}

---

Which of them is most stable? Easy: (one).

---

(one)
{"formula": "C2H4N2O", "method": "ωB97M-V/def2-TZVPD", "symbols": ["C", "C", "N", "N", "O", "H", "H", "H", "H"], "coordinates": [[0.13, -0.37, 1.62], [0.04, -0.27, -0.88], [1.05, -0.81, 0.94], [-0.74, 0.65, -0.24], [-0.99, 0.29, 1.09], [0.02, -0.39, 2.70], [0.75, 0.09, -1.59], [-0.38, -1.25, -1.02], [-0.37, 1.60, -0.26]], "spin_multiplicity": 1}

---

(two)
{"formula": "C2H4N2O", "method": "ωB97M-V/def2-TZVPD", "symbols": ["C", "C", "N", "N", "O", "H", "H", "H", "H"], "coordinates": [[-1.86, -0.05, 0.30], [0.66, 0.05, -0.30], [-1.83, -1.06, -0.39], [-0.64, 0.66, 0.16], [-0.71, 1.88, -0.17], [-2.79, 0.34, 0.81], [0.70, 0.07, -1.40], [1.33, 0.80, -0.01], [1.01, -0.88, 0.11]], "spin_multiplicity": 1}

---

(three)
{"formula": "C2H4N2O", "method": "ωB97M-V/def2-TZVPD", "symbols": ["N", "C", "N", "C", "O", "H", "H", "H", "H"], "coordinates": [[-0.14, -1.52, 0.58], [0.32, -0.37, 0.95], [0.07, 0.82, 0.39], [-0.48, 0.66, -0.92], [-0.97, -0.46, -1.30], [0.48, -2.26, 0.93], [1.06, -0.27, 1.76], [-1.38, 1.27, -0.54], [0.06, 1.32, -1.63]], "spin_multiplicity": 1}

---

Which of them is most stable? Easy: (one).

---

(one)
{"formula": "C2H4N2O", "method": "ωB97M-V/def2-TZVPD", "symbols": ["C", "C", "H", "H", "H", "H", "N", "N", "O"], "coordinates": [[-0.49, -0.14, -0.14], [0.89, -0.75, -0.31], [-1.19, 1.93, 0.35], [0.44, 1.62, -0.06], [-2.50, -0.23, 0.55], [0.88, -1.86, -0.44], [-0.47, 1.19, -0.24], [-1.61, -0.77, 0.19], [1.82, 0.11, 0.33]], "smiles": "[H]/N=C(\\N)C=O", "spin_multiplicity": 1}

---

(two)
{"formula": "C2H4N2O", "method": "ωB97M-V/def2-TZVPD", "symbols": ["C", "C", "N", "N", "O", "H", "H", "H", "H"], "coordinates": [[0.79, -0.37, 0.23], [-1.38, 0.37, -0.13], [3.28, -0.05, -0.18], [2.11, -0.20, -0.01], [-0.05, 0.71, 0.17], [0.45, -1.35, 0.51], [-1.49, 0.02, -1.16], [-1.97, 1.28, 0.01], [-1.75, -0.41, 0.56]], "spin_multiplicity": 1}

---

Which of them is most stable? Easy: (two).